Record 1
Entry from OMol25: a cluster of 9 separate species, C38H56NO18 in total at a distorted geometry (ωB97M-V/def2-TZVPD).

Structure (ORCA input):
```
! RIJCOSX wB97M-V def2-TZVPD def2/J DEFGRID3
* xyz 1 1
C -51.577 -10.226 -11.663
N -52.664 -10.991 -12.483
C -53.462 -10.152 -13.269
C -52.047 -12.131 -13.276
C -53.480 -11.561 -11.441
C -54.731 -12.347 -11.908
O -55.339 -12.880 -10.675
H -50.928 -9.647 -12.296
H -50.751 -10.686 -11.386
H -52.021 -9.460 -10.663
H -54.160 -10.584 -13.989
H -52.825 -9.735 -14.152
H -53.924 -9.175 -13.036
H -51.343 -11.634 -14.006
H -52.786 -12.628 -13.856
H -51.532 -12.686 -12.637
H -53.866 -10.733 -10.861
H -52.796 -12.137 -10.859
H -54.356 -13.157 -12.613
H -55.450 -11.632 -12.223
H -55.691 -12.209 -10.089
C -48.587 -11.062 -15.422
C -47.959 -11.271 -14.010
C -46.569 -11.453 -13.779
O -46.077 -11.578 -12.599
C -45.709 -11.396 -14.888
C -46.196 -11.039 -16.277
C -47.657 -10.995 -16.629
O -48.099 -11.031 -17.712
O -45.282 -10.656 -17.170
O -48.791 -11.434 -12.959
H -49.774 -10.785 -15.443
H -44.614 -11.542 -14.666
H -44.412 -10.815 -16.732
H -48.366 -11.465 -12.037
C -53.611 -9.467 -7.520
C -52.896 -8.440 -8.390
C -51.778 -7.722 -7.945
O -51.306 -6.856 -8.627
C -51.092 -8.335 -6.714
C -51.673 -9.436 -5.914
C -52.985 -10.045 -6.288
O -53.509 -10.906 -5.605
O -51.015 -9.985 -4.952
O -53.497 -8.051 -9.475
H -54.473 -9.884 -7.929
H -50.199 -7.957 -6.338
H -51.616 -10.760 -4.752
H -52.992 -7.416 -10.070
C -46.572 -14.688 -14.087
C -47.119 -14.664 -15.511
C -48.526 -14.732 -15.753
O -48.993 -14.523 -16.896
C -49.427 -15.013 -14.710
C -48.905 -15.138 -13.220
C -47.378 -14.997 -12.927
O -46.903 -15.004 -11.837
O -49.754 -15.304 -12.193
O -46.351 -14.603 -16.684
H -45.665 -14.702 -13.997
H -50.453 -15.179 -14.902
H -50.685 -15.495 -12.372
H -46.976 -14.671 -17.349
C -49.103 -14.044 -8.638
C -50.693 -13.540 -8.675
O -50.933 -12.416 -8.450
C -51.751 -14.501 -9.218
H -49.023 -14.947 -7.979
H -48.381 -13.267 -8.289
H -48.753 -14.552 -9.608
H -52.476 -13.874 -9.614
H -51.908 -15.345 -8.484
H -51.304 -14.804 -10.271
C -51.922 -6.198 -13.881
C -51.483 -6.245 -12.451
O -52.069 -6.976 -11.633
C -50.415 -5.154 -12.124
H -52.217 -5.191 -14.116
H -52.508 -7.055 -14.013
H -51.058 -6.325 -14.520
H -50.826 -4.308 -11.806
H -49.712 -5.053 -13.020
H -49.917 -5.747 -11.318
C -54.050 -15.780 -14.315
C -53.416 -16.019 -13.050
O -52.197 -15.891 -12.873
C -54.313 -16.440 -11.910
H -54.356 -16.553 -14.810
H -53.283 -15.099 -14.896
H -54.881 -15.247 -14.232
H -55.002 -17.353 -12.352
H -54.985 -15.660 -11.641
H -53.852 -17.004 -11.208
C -54.971 -13.570 -7.072
C -55.029 -15.085 -7.275
O -55.235 -15.549 -8.383
C -54.903 -15.830 -5.996
H -53.882 -13.548 -7.029
H -55.291 -12.998 -6.118
H -55.421 -13.114 -7.958
H -54.905 -16.810 -6.228
H -55.790 -15.730 -5.462
H -54.018 -15.630 -5.170
C -48.692 -8.400 -10.358
C -48.312 -9.748 -9.759
O -47.981 -10.646 -10.531
C -48.497 -9.893 -8.222
H -49.430 -8.424 -11.112
H -47.806 -7.919 -10.720
H -49.104 -7.800 -9.568
H -48.016 -10.752 -7.856
H -49.441 -10.219 -7.990
H -48.108 -9.015 -7.642
*
```

## Properties
Orbital gap in Ha: 0.239

Results of the Mulliken charge analysis, in e, for atoms 1 through 6:
1 C -1.961
2 N 1.203
3 C -1.024
4 C -1.401
5 C -0.700
6 C 0.035



Record 2
Entry from OMol25: a cluster of 3 separate species, C14H27NO7 in total at a distorted geometry (ωB97M-V/def2-TZVPD).

Structure (ORCA input):
```
! RIJCOSX wB97M-V def2-TZVPD def2/J DEFGRID3
* xyz 0 1
C 3.472 2.708 1.074
C 2.938 1.469 0.363
C 1.450 1.478 0.049
C 0.533 1.577 1.264
C 0.057 3.049 1.311
N 0.455 3.675 0.029
C 0.994 2.651 -0.809
O 1.011 2.710 -2.033
H 3.175 3.633 0.594
H 4.557 2.686 1.087
H 3.153 2.731 2.112
H 3.520 1.270 -0.531
H 3.099 0.617 1.021
H 1.264 0.594 -0.556
H 1.052 1.353 2.188
H -0.302 0.907 1.115
H -1.025 3.049 1.327
H 0.481 3.614 2.128
H 1.136 4.411 0.129
C 1.888 -0.254 -3.431
C 0.820 -1.067 -4.128
O 1.361 -2.195 -4.838
C 1.706 -3.231 -4.084
O 1.556 -3.331 -2.895
O 2.216 -4.170 -4.882
C 2.659 -5.343 -4.197
H 2.649 0.067 -4.144
H 1.450 0.630 -2.968
H 2.383 -0.840 -2.656
H 0.332 -0.467 -4.892
H 0.057 -1.413 -3.431
H 1.858 -5.766 -3.595
H 3.515 -5.112 -3.566
H 2.952 -6.049 -4.967
C -4.014 -0.490 5.475
C -3.274 -1.386 4.506
O -3.936 -1.472 3.234
C -3.783 -0.421 2.437
O -3.116 0.554 2.665
O -4.478 -0.641 1.325
C -4.430 0.428 0.377
H -5.045 -0.827 5.592
H -3.527 -0.514 6.450
H -4.031 0.540 5.126
H -3.256 -2.409 4.876
H -2.245 -1.060 4.359
H -3.402 0.675 0.122
H -4.935 1.307 0.773
H -4.951 0.073 -0.506
*
```

## Properties
Structure (SMILES): CC[C@H]1CCNC1=O.CCOC(=O)OC.CCOC(=O)OC
Orbital gap in Ha: 0.376

Results of the Mulliken charge analysis, in e, for atoms 1 through 6:
1 C -1.114
2 C -0.924
3 C 0.825
4 C -0.936
5 C -0.509
6 N -0.408